(1)
Molecular formula: C38H51BrN3O16P3S3
Method: DFT, ωB97M-V/def2-TZVPD

Each line ends with the Löwdin charge.
Atoms and positions in Å:
C 3.987 0.332 4.499  -0.0814
O 3.013 0.620 5.521  -0.1851
C 2.638 1.989 5.525  -0.1696
C 1.777 2.331 4.242  -0.1685
N 0.608 1.668 4.136  0.1716
C -0.099 1.960 2.984  -0.1687
C -1.392 1.227 2.778  -0.1517
P -2.081 -0.007 3.980  0.3329
O -2.410 -1.440 3.155  -0.2273
O -1.053 -0.369 5.232  -0.2463
S -3.731 0.664 4.781  0.3148
C -2.192 1.466 1.568  -0.1193
C -3.524 0.713 1.263  -0.1508
C -3.400 -0.370 0.090  -0.2297
C -1.926 -0.658 -0.376  -0.4742
S -1.950 -2.201 -1.424  0.8393
C -0.142 -2.550 -1.624  -0.9870
S 0.710 -2.887 -0.263  0.7039
N 0.345 -2.459 -2.974  -0.1309
C 1.390 -3.412 -3.309  -0.2358
C 2.759 -3.443 -2.810  -0.0761
C 3.768 -4.421 -3.200  -0.0671
C 3.394 -5.433 -4.202  -0.0713
C 2.030 -5.428 -4.732  -0.0619
C 1.030 -4.448 -4.301  0.0135
C 0.595 -1.100 -3.416  -0.1994
C 1.847 -0.359 -3.320  0.0011
C 1.932 1.015 -3.865  -0.0799
C 0.796 1.680 -4.475  -0.0801
C -0.481 0.966 -4.550  -0.0710
C -0.551 -0.390 -4.030  -0.0270
C -1.725 2.484 0.565  -0.0672
C -2.543 2.802 -0.724  -0.1079
O -3.107 4.136 -0.748  -0.0447
C -3.590 4.528 0.504  -0.4735
C -2.881 5.785 1.149  0.0243
O -4.505 4.006 1.077  0.1329
C -0.477 3.174 0.801  -0.0198
C 0.005 4.208 -0.290  -0.1229
O 0.442 3.468 -1.437  -0.1784
O 1.655 2.864 -1.185  -0.0315
C 0.389 2.940 2.012  -0.1218
N 1.577 3.653 2.070  0.1889
C 2.234 3.291 3.195  -0.2233
C 3.638 3.970 3.419  -0.0793
C 3.544 5.069 4.556  -0.7388
O 4.523 5.599 4.959  0.0424
Br 1.784 5.593 5.324  0.7322
H 4.597 -0.540 4.842  0.0983
H 4.633 1.244 4.389  0.0805
H 3.487 0.053 3.526  0.1014
H 3.480 2.709 5.697  0.1154
H 1.935 2.120 6.399  0.1391
H -1.655 -1.538 2.531  0.0676
H -1.263 -1.279 5.522  0.0794
H -4.240 1.499 0.889  0.1114
H -3.948 0.180 2.145  0.0472
H -3.854 -1.343 0.407  0.1043
H -3.965 -0.012 -0.810  0.1053
H -1.502 0.166 -1.025  0.0776
H -1.188 -0.777 0.464  0.0487
H 3.071 -2.678 -2.055  0.0739
H 4.790 -4.389 -2.749  0.0984
H 4.156 -6.171 -4.539  0.0960
H 1.765 -6.198 -5.514  0.0767
H 0.012 -4.468 -4.748  0.1092
H 2.737 -0.817 -2.841  0.0891
H 2.927 1.507 -3.786  0.1031
H 0.857 2.706 -4.903  0.1044
H -1.388 1.421 -5.003  0.1005
H -1.541 -0.912 -4.091  0.0952
H -1.836 2.742 -1.600  0.1358
H -3.369 2.081 -0.940  0.1204
H -2.098 5.416 1.857  0.0886
H -2.449 6.412 0.325  0.0850
H -3.634 6.405 1.710  0.0978
H -0.848 4.877 -0.582  0.1235
H 0.819 4.873 0.094  0.1275
H 1.474 1.900 -1.220  0.1042
H 4.418 3.215 3.694  0.1066
H 3.976 4.521 2.498  0.1388
C 1.887 -5.879 -9.483  -0.1212
O 0.812 -6.814 -9.499  -0.3130
P 0.999 -8.257 -8.626  0.7008
O 1.289 -7.592 -7.309  -0.2654
O 2.390 -8.611 -9.443  -0.2733
C 2.311 -8.828 -10.853  -0.1261
O 0.979 -9.812 -7.940  -0.2276
C 0.957 -10.947 -8.810  -0.1252
H 1.499 -4.918 -9.142  0.0952
H 2.706 -6.185 -8.835  0.0859
H 2.265 -5.767 -10.502  0.0845
H 3.055 -8.201 -11.345  0.0900
H 1.324 -8.582 -11.251  0.0856
H 2.532 -9.874 -11.072  0.0805
H 1.976 -11.201 -9.110  0.0856
H 0.344 -10.758 -9.692  0.0830
H 0.541 -11.792 -8.264  0.0893
C -3.564 5.912 10.125  -0.1288
O -2.314 5.570 9.539  -0.3181
P -2.248 5.391 7.850  0.6913
O -2.781 6.763 7.538  -0.2599
O -3.456 4.267 7.887  -0.2708
C -3.220 3.039 8.579  -0.1213
O -1.942 5.035 6.216  -0.2459
C -1.603 3.690 5.863  -0.1424
H -3.426 6.813 10.724  0.0926
H -4.345 6.088 9.387  0.0857
H -3.876 5.095 10.781  0.0833
H -4.043 2.866 9.274  0.0895
H -2.283 3.058 9.140  0.0845
H -3.189 2.218 7.860  0.0708
H -2.513 3.104 5.718  0.0370
H -0.977 3.228 6.628  0.0846
H -1.056 3.708 4.920  0.0600

Calculated values
HOMO level: -0.314 Ha
SMILES string: COCc1nc2c(P(O)(O)=S)c(CCCSC(=S)N(c3ccccc3)c3ccccc3)c(COC(C)=O)c(COO)c2nc1CC(=O)Br.COP(=O)(OC)OC.COP(=O)(OC)OC
E_tot: -7639.00714 Eh
Spin multiplicity: 1
Kohn-Sham gap: 5.94 eV



(2)
Molecular formula: C38H51Cl18IN3O6S
Method: DFT, ωB97M-V/def2-TZVPD

Each line ends with the Löwdin charge.
Atoms and positions in Å:
C 5.259 3.937 0.068  -0.0646
C 3.769 4.010 0.443  -0.1968
C 3.076 2.646 0.589  -0.0934
N 1.988 2.428 -0.406  0.0819
C 0.864 1.776 -0.011  -0.2204
N 0.091 2.192 0.958  0.0422
C -1.037 1.357 1.427  -0.1347
C -2.407 1.910 1.074  -0.2689
C -3.456 1.186 1.929  -0.5375
S -3.650 -0.553 1.420  0.7194
C 0.276 3.465 1.665  -0.0963
C 0.417 4.715 0.778  -0.2402
C -0.702 5.717 1.009  -0.6140
Cl -0.252 7.226 0.183  0.6003
N 0.688 0.609 -0.741  0.1078
C -0.565 0.237 -1.423  -0.1426
C -1.179 1.312 -2.301  -0.8026
O -1.534 2.375 -1.934  0.0363
I -1.435 0.757 -4.373  0.9354
C 1.880 0.408 -1.570  -0.2017
O 2.720 -0.472 -0.878  0.0716
C 2.615 -1.776 -1.380  -0.3941
O 3.052 -2.061 -2.438  0.2191
C 1.905 -2.730 -0.508  -0.1414
C 2.472 -3.119 0.705  -0.0122
C 1.798 -4.011 1.527  -0.0704
C 0.549 -4.522 1.173  -0.0847
C -0.009 -4.144 -0.043  -0.0598
C 0.669 -3.263 -0.874  -0.0281
C 2.440 1.828 -1.693  -0.2935
C 1.684 2.693 -2.785  -0.0565
C 2.608 3.606 -3.532  -0.7891
O 3.097 4.577 -3.090  0.1014
Cl 2.887 3.142 -5.213  0.7326
O 3.808 1.981 -1.910  0.0690
C 4.433 0.935 -2.595  -0.3907
O 3.964 0.504 -3.592  0.1792
C 5.705 0.479 -2.009  -0.1242
C 5.860 0.241 -0.642  -0.0336
C 7.089 -0.166 -0.129  -0.0579
C 8.190 -0.325 -0.968  -0.0567
C 8.034 -0.100 -2.332  -0.0506
C 6.804 0.303 -2.846  0.0053
H 5.592 2.921 -0.113  0.0499
H 5.441 4.501 -0.840  0.0776
H 5.856 4.386 0.850  0.0726
H 3.696 4.530 1.394  0.1024
H 3.209 4.620 -0.254  0.0973
H 2.661 2.589 1.586  0.1089
H 3.793 1.838 0.537  0.1016
H -0.867 0.344 1.102  0.0950
H -0.954 1.361 2.512  0.1382
H -2.684 1.712 0.050  0.0775
H -2.439 2.975 1.287  0.0404
H -4.425 1.649 1.846  0.0260
H -3.102 1.165 2.956  0.0698
H -2.467 -1.076 1.766  -0.1427
H -0.606 3.598 2.280  0.1186
H 1.098 3.397 2.366  0.1222
H 0.558 4.495 -0.271  0.0994
H 1.321 5.220 1.100  0.0897
H -0.744 5.957 2.064  0.0736
H -1.656 5.351 0.658  0.0240
H -0.328 -0.598 -2.065  0.0779
H -1.343 -0.117 -0.750  0.1040
H 1.629 0.074 -2.571  0.1632
H 3.440 -2.729 0.980  0.1196
H 2.222 -4.314 2.471  0.0953
H 0.022 -5.205 1.825  0.0120
H -0.963 -4.520 -0.371  0.0698
H 0.220 -2.969 -1.813  0.0851
H 1.220 2.002 -3.483  0.0569
H 0.885 3.241 -2.308  0.1164
H 5.044 0.352 0.049  0.0915
H 7.192 -0.331 0.932  0.1059
H 9.127 -0.634 -0.538  0.1074
H 8.880 -0.246 -2.982  0.1088
H 6.725 0.482 -3.906  0.1257
C -1.124 -2.624 5.674  -1.0125
Cl 0.439 -2.358 4.878  0.4886
Cl -1.981 -4.008 4.995  0.5101
H -0.950 -2.804 6.728  0.0276
H -1.733 -1.739 5.535  0.0185
C -0.800 -7.520 4.598  -0.9871
Cl 0.356 -6.519 3.697  0.5605
Cl -2.448 -7.282 4.027  0.4881
H -0.521 -8.558 4.467  0.0253
H -0.763 -7.247 5.646  0.0271
C -5.456 4.833 1.197  -0.9742
Cl -3.903 4.940 2.057  0.5611
Cl -5.523 3.461 0.084  0.5673
H -6.245 4.729 1.931  -0.0528
H -5.586 5.743 0.625  0.0368
C -4.419 -3.351 -1.747  -0.9843
Cl -3.563 -1.987 -2.489  0.4630
Cl -3.738 -3.805 -0.184  0.5303
H -5.457 -3.073 -1.613  0.0314
H -4.335 -4.201 -2.413  0.0262
C -4.614 0.915 -6.989  -1.0390
Cl -6.188 0.125 -7.095  0.5160
Cl -3.321 -0.092 -7.661  0.4739
H -4.651 1.842 -7.546  0.0272
H -4.394 1.107 -5.945  -0.0127
C 0.245 -4.635 -4.755  -1.0184
Cl -1.313 -3.979 -4.220  0.4832
Cl 0.104 -6.305 -5.302  0.5274
H 0.608 -4.029 -5.575  0.0278
H 0.937 -4.600 -3.921  0.0152
C -4.365 -10.895 3.820  -1.0204
Cl -2.893 -11.346 4.691  0.4954
Cl -4.012 -9.901 2.404  0.4835
H -4.865 -11.799 3.494  0.0242
H -5.002 -10.330 4.489  0.0246
C -8.132 6.076 4.362  -0.9912
Cl -6.365 6.138 4.277  0.5242
Cl -8.800 4.907 3.215  0.5258
H -8.420 5.783 5.364  0.0279
H -8.524 7.058 4.125  0.0289

Calculated values
HOMO level: -0.424 Ha
Energy relative to the best compared isomer or geometry (same formula, charge and spin): 0.0 kJ/mol
E_tot: -11073.40343 Eh
Spin multiplicity: 1
Total charge: +1
Kohn-Sham gap: 8.83 eV



Among the records above, which one has the highest HOMO level?
C38H51BrN3O16P3S3



Kohn-Sham gap of number 1 (C38H51BrN3O16P3S3)?
5.94 eV



Among the records above, which one has the highest Kohn-Sham gap?
C38H51Cl18IN3O6S